23
Properties=species:S:1:pos:R:3:forces:R:3 method="wB97M-V/def2-TZVPD" fmax_ev_per_a=4.5 lumo_energy_ev=-6.25 de_lowest_kcal_mol=93.59 homo_lumo_gap_ev=7.0 energy_ha=-2866.0023 total_charge=+1
C 0.127060 1.446911 1.220313 -0.358 1.153 -0.202
C 1.325375 -0.219837 -0.205205 3.319 -1.326 1.172
C 1.046716 2.302432 -0.940282 4.185 -1.446 -0.609
C -0.947424 -2.691541 0.989178 -1.026 -2.945 -1.154
C -0.600407 0.636479 -0.981853 -1.417 0.105 -2.260
C 0.554860 1.086624 -0.199147 -1.506 -2.191 0.781
N -1.332426 -1.980118 -0.238269 1.508 1.661 2.115
Br -2.234254 1.481222 -1.044480 0.362 -0.307 0.344
H 0.179831 2.540783 1.426178 -0.129 -0.836 -0.175
H -0.892369 1.098841 1.327871 -0.160 0.088 0.663
H 0.764147 0.929656 1.897281 0.408 -0.284 0.719
H 0.882194 -1.099215 0.371068 0.321 1.703 -0.656
H 2.395366 -0.104728 0.175665 -1.380 0.187 -0.042
H 1.538415 -0.579100 -1.199044 -0.265 -0.124 -0.639
H 2.003772 2.649649 -0.444087 -1.159 -0.271 -0.303
H 1.341478 2.128758 -1.982008 -0.304 -0.066 0.091
H 0.308177 2.990517 -0.867800 -1.974 2.519 0.067
H -1.834643 -3.376305 1.110412 0.820 0.455 0.688
H -0.131606 -3.464471 0.800947 -0.597 1.578 0.387
H -0.859356 -2.094900 1.903847 0.384 0.077 -0.510
H -0.498347 0.026185 -1.921364 0.232 0.524 1.245
H -2.184683 -1.513938 -0.078044 -1.097 0.243 -0.934
H -0.951887 -2.193915 -1.121179 -0.168 -0.499 -0.785



211
Properties=species:S:1:pos:R:3:forces:R:3 method="wB97M-V/def2-TZVPD" fmax_ev_per_a=5.6 lumo_energy_ev="-6.61 / -5.53" spin_multiplicity=3 homo_lumo_gap_ev="8.5 / 9.6" energy_ha=-5948.4337 total_charge=+3
V -0.032467 -1.158298 1.077604 0.967 -2.458 1.786
C -2.187007 -4.803788 -4.196836 -0.091 -0.108 0.040
C -2.820857 -3.797838 -3.207226 0.246 0.771 0.416
C -4.348127 -3.577338 -3.363076 0.514 0.186 0.626
N -5.043467 -2.757878 -2.266326 0.686 0.402 0.804
C -4.392347 -1.357198 -1.997686 -1.474 -0.374 -0.506
C -4.694097 -0.375968 -3.174226 0.081 -0.801 -0.031
C -6.197777 -0.188618 -3.423616 0.404 -0.201 1.884
C -6.867317 -1.545098 -3.659476 0.430 0.210 -0.646
C -6.556137 -2.549858 -2.564316 0.790 -0.699 0.446
C -4.964547 -3.531758 -0.918716 -0.011 0.973 -1.055
H -1.215397 -4.461388 -4.552976 0.075 0.230 0.182
H -2.759127 -4.998058 -5.104046 -0.350 0.168 0.048
H -1.991507 -5.778168 -3.749116 -0.216 0.064 0.160
H -2.338157 -2.826488 -3.314826 -0.042 0.259 -0.506
H -2.490627 -4.003908 -2.189106 -0.363 -0.635 0.122
H -4.874247 -4.531388 -3.329806 -0.077 0.056 -0.477
H -4.457497 -3.015558 -4.290726 -0.543 -0.375 -0.074
H -3.377987 -1.440578 -1.607536 0.167 -0.314 -0.790
H -4.910797 -1.051538 -1.088906 -0.260 0.376 -0.166
H -4.365267 -0.749358 -4.144046 0.894 -0.182 0.078
H -4.179077 0.562022 -2.966776 -0.027 -0.010 -0.001
H -6.385267 0.625122 -4.124166 -0.133 -0.470 -0.323
H -6.573167 0.148112 -2.457286 -0.448 0.355 0.073
H -6.538837 -2.016878 -4.585556 0.152 0.224 -0.309
H -7.937367 -1.397498 -3.805426 -0.087 -0.286 0.397
H -6.892537 -3.554908 -2.818916 -0.175 0.069 -0.184
H -6.982957 -2.344968 -1.582516 -0.060 0.435 -0.124
H -3.909677 -3.726178 -0.724916 -0.216 -0.125 0.225
H -5.573107 -4.433778 -0.982806 0.195 0.020 -0.116
H -5.381107 -2.839918 -0.186636 0.190 -0.288 0.172
C 5.480753 5.323842 -4.957976 0.978 -0.361 -0.201
C 5.080853 4.759972 -3.596396 -1.193 -1.280 -0.555
C 4.129523 3.497782 -3.743276 -0.881 0.912 0.480
N 3.383573 3.059622 -2.441026 1.870 -0.080 2.318
C 2.687733 4.218612 -1.732886 -1.215 0.600 -1.066
C 1.426713 4.632992 -2.530426 1.844 1.306 0.497
C 0.529003 3.518402 -2.807226 -2.907 -1.066 0.659
C 1.198363 2.344972 -3.471026 1.034 -0.206 0.233
C 2.432733 1.880672 -2.597316 -1.132 1.396 -1.724
C 4.475693 2.573152 -1.454446 0.321 0.285 -0.681
H 6.219253 4.650742 -5.393466 -0.162 -0.092 -0.374
H 6.037073 6.253152 -4.835456 -0.162 0.080 0.200
H 4.695943 5.520042 -5.688506 -0.240 -0.187 0.277
H 4.560693 5.566802 -3.080106 0.222 -0.308 0.460
H 5.971443 4.370962 -3.102816 -0.005 0.668 0.339
H 4.647413 2.607602 -4.100306 0.094 0.078 0.127
H 3.316693 3.717882 -4.435346 0.184 0.076 -0.095
H 3.291123 5.108662 -1.554486 0.685 -0.421 -0.657
H 2.381123 4.000672 -0.709856 0.021 -1.128 -0.151
H 1.620363 5.099052 -3.496546 0.773 0.130 -0.051
H 1.041563 5.466602 -1.943166 -0.656 -0.167 0.069
H -0.321307 3.891022 -3.378396 0.109 -0.037 -0.633
H -0.022477 3.185152 -1.928066 0.409 -0.271 0.589
H 1.476703 2.696142 -4.464666 0.598 -0.179 -0.156
H 0.541483 1.500342 -3.678916 -0.144 -0.050 0.517
H 2.983983 1.087732 -3.102776 0.033 -0.087 0.399
H 2.101243 1.627912 -1.590176 0.139 -0.299 -0.138
H 5.079413 1.811782 -1.948356 0.073 0.255 -0.267
H 4.152303 2.080102 -0.537706 -0.879 0.365 -0.151
H 5.058723 3.463412 -1.218656 0.145 -0.281 0.053
C -2.877237 9.144662 1.154724 1.737 2.130 -0.601
C -3.151857 7.723932 1.446904 -0.443 -1.682 1.098
C -1.959167 6.762632 1.095694 -0.303 -0.137 0.085
N -2.179167 5.167872 1.133574 -1.073 1.347 -1.199
C -2.948507 4.776672 2.380694 -0.462 -1.104 0.578
C -3.368617 3.274362 2.469734 0.053 0.014 -2.235
C -4.141777 2.893862 1.172444 0.418 0.086 1.139
C -3.380687 3.299152 -0.071486 0.281 0.193 -0.721
C -2.933397 4.786852 -0.166056 -1.260 -0.984 1.047
C -0.859047 4.460052 1.138104 -0.274 1.518 0.141
H -3.432447 9.903202 1.706494 -0.673 -0.558 0.031
H -2.862307 9.474572 0.115964 -0.474 -0.454 -0.245
H -1.868887 9.427782 1.456684 0.415 -0.288 0.228
H -4.149527 7.458952 1.096844 0.204 -0.456 -0.560
H -3.267417 7.667052 2.529264 0.025 -0.150 0.174
H -1.152957 7.020092 1.782604 -0.068 -0.473 0.376
H -1.520707 7.021992 0.132064 -0.340 -0.475 -0.381
H -3.829687 5.415762 2.437154 0.250 0.088 0.159
H -2.256207 4.871962 3.217204 -0.104 0.905 -0.004
H -3.976477 3.001932 3.332504 0.205 0.571 0.186
H -2.456637 2.677832 2.493004 -0.004 -0.208 0.286
H -5.147447 3.309832 1.233124 -0.036 0.310 -0.238
H -4.278927 1.816712 1.077394 0.049 -0.102 0.376
H -4.084057 3.049452 -0.865856 0.301 0.422 -0.536
H -2.538427 2.620202 -0.204636 0.138 -0.028 -0.006
H -3.867787 5.338812 -0.267806 0.118 0.518 0.623
H -2.365757 5.089162 -1.046106 0.515 -0.389 0.288
H -0.997057 3.379202 1.166564 0.175 0.468 -0.024
H -0.383237 4.898822 2.015134 0.429 -0.712 0.072
H -0.334897 4.840162 0.261234 0.152 -0.516 -0.066
C 7.356593 -2.114728 0.640544 -0.671 -0.811 0.835
C 6.654253 -3.363238 1.288304 0.233 -0.787 -0.298
C 5.802833 -3.157498 2.555994 -0.650 -0.338 0.641
N 5.065263 -4.414108 3.188374 0.531 -0.695 -0.660
C 4.161273 -3.920638 4.366504 -0.800 -0.608 -0.638
C 3.187043 -5.026658 4.913764 -0.102 0.565 -0.949
C 2.284363 -5.538368 3.788914 0.889 0.368 -0.577
C 3.205243 -6.123178 2.712894 -0.459 0.503 -0.789
C 4.203713 -5.100228 2.076074 -0.484 -1.248 1.035
C 6.133573 -5.394678 3.782234 -0.459 1.139 -0.163
H 6.608743 -1.498308 0.141704 0.174 0.308 0.287
H 8.102093 -2.416488 -0.095166 -0.253 -0.342 -0.072
H 7.940553 -1.606488 1.407864 -0.318 0.442 -0.017
H 7.443173 -4.100018 1.439474 0.087 -0.079 0.459
H 6.006423 -3.851398 0.560214 -0.078 0.294 -0.231
H 4.964433 -2.495968 2.337924 0.129 0.189 -0.019
H 6.347693 -2.798038 3.428924 0.222 0.337 -0.256
H 3.552133 -3.113488 3.959614 0.017 -0.026 -0.243
H 4.769283 -3.466378 5.148854 0.413 -0.351 -0.150
H 2.506753 -4.568608 5.631754 0.586 0.087 0.500
H 3.755373 -5.867878 5.310554 -0.154 0.129 0.465
H 1.709413 -4.721638 3.352484 0.261 0.374 -0.134
H 1.460383 -6.193438 4.071834 0.527 -0.477 0.393
H 2.531623 -6.491358 1.939074 0.297 0.087 -0.440
H 3.795693 -6.989978 3.009734 -0.107 -0.055 0.530
H 3.737823 -4.403278 1.379434 -0.067 0.578 0.740
H 4.844043 -5.707298 1.436114 0.539 0.250 0.263
H 6.906843 -4.731728 4.170384 0.078 -0.149 -0.035
H 6.570523 -6.073958 3.050284 -0.326 0.289 -0.215
H 5.757673 -5.970058 4.628244 -0.365 0.131 -0.319
C 2.955723 -2.387258 -3.882106 -1.536 0.641 -0.809
C 2.000303 -2.590008 -5.147656 0.555 -0.131 0.395
C 1.732383 -1.237578 -5.896786 0.704 -1.173 -1.093
N 1.045103 -1.386238 -7.313506 -0.078 -0.547 0.688
C -0.217327 -2.254948 -7.191896 0.274 -0.236 0.033
C -1.199647 -1.715878 -6.208076 -0.731 1.968 1.479
C -1.586187 -0.228778 -6.505536 0.557 -0.853 -0.166
C -0.401417 0.669322 -6.929596 -0.525 0.648 0.217
C 0.614933 0.022372 -7.836016 0.595 -1.287 0.110
C 2.033603 -2.095888 -8.286546 -0.541 0.239 -0.005
H 3.840353 -1.781248 -4.077776 0.143 -0.317 -0.302
H 3.205503 -3.296018 -3.334516 0.043 -0.098 -0.476
H 2.366443 -1.799618 -3.178176 0.016 0.035 0.159
H 1.129543 -3.157948 -4.820046 -0.622 0.885 0.463
H 2.337633 -3.360008 -5.841486 0.957 0.402 -0.277
H 2.685763 -0.850758 -6.256706 0.260 0.149 0.569
H 1.249223 -0.460338 -5.304706 -0.320 -0.385 -0.100
H 0.043763 -3.254038 -6.842966 0.469 0.018 -0.471
H -0.651867 -2.299308 -8.190546 0.097 -0.110 -0.061
H -0.911737 -1.765768 -5.157976 1.168 0.102 0.017
H -2.083217 -2.333168 -6.045716 -0.257 -0.191 -1.151
H -2.072007 0.221512 -5.639906 -0.149 -0.098 -0.113
H -2.272807 -0.252958 -7.351746 -0.219 0.190 0.059
H 0.108213 1.243602 -6.155926 0.060 -0.729 0.710
H -0.867747 1.525892 -7.416336 0.107 -0.122 -0.748
H 1.541883 0.593572 -7.887056 -0.083 0.037 -0.175
H 0.229213 -0.165188 -8.838086 0.055 0.044 -0.015
H 2.996623 -1.606628 -8.432546 -0.195 0.538 0.678
H 1.625883 -2.147978 -9.296076 -0.554 0.064 0.231
H 2.242553 -3.114208 -7.958746 -0.313 0.202 0.234
C -2.296877 -3.095858 7.167624 -0.290 1.103 -0.187
C -1.968957 -1.655998 7.717514 -0.396 -0.437 0.208
C -1.213667 -0.785868 6.679924 0.079 0.858 1.350
N -1.164387 0.745132 7.072374 -0.773 1.529 1.288
C -0.272777 1.469932 6.079644 -0.879 -4.231 -1.417
C -0.253527 2.873332 6.250214 1.076 3.318 0.347
C -1.637797 3.531062 6.090394 1.222 -0.041 0.454
C -2.592717 2.953452 7.125964 -0.010 0.075 -0.383
C -2.601467 1.404682 7.090014 1.362 0.032 -0.291
C -0.529757 1.067302 8.496054 -0.254 -1.538 -1.529
H -2.940687 -3.741978 7.764404 0.292 0.420 0.755
H -1.428957 -3.690008 6.881634 0.001 0.320 -0.201
H -2.957707 -2.883958 6.327084 0.408 -0.320 -0.567
H -1.451857 -1.629088 8.676674 0.775 -0.524 -0.204
H -2.899017 -1.217578 8.079284 -0.437 0.212 -0.767
H -1.550607 -0.784598 5.643304 -0.510 -0.143 0.153
H -0.172807 -1.107718 6.646394 0.079 0.129 0.017
H -0.628477 1.323422 5.059784 -0.688 -0.620 -0.045
H 0.585363 0.798122 6.060134 0.837 0.961 0.238
H 0.402353 3.320522 5.503254 0.133 -0.222 -0.212
H 0.250313 3.130392 7.181974 -0.327 0.488 0.190
H -1.991207 3.433732 5.063884 -0.110 -0.544 -0.082
H -1.451627 4.600272 6.191584 -0.422 0.115 0.410
H -3.588447 3.297772 6.846584 -0.271 -0.282 0.292
H -2.384797 3.397032 8.099674 0.081 -0.297 0.116
H -3.039317 1.148512 6.125254 -0.184 -0.552 0.222
H -3.091287 0.965362 7.959014 -0.264 0.058 -0.385
H -0.497177 2.137142 8.702174 -0.467 -0.350 -0.129
H 0.495723 0.703572 8.431254 -0.037 -0.051 0.109
H -1.079457 0.481172 9.232514 0.021 0.330 -0.022
B 0.547903 1.352762 1.520034 0.715 2.594 2.629
F -0.697957 0.855862 1.182444 -1.714 -0.871 -0.883
F 1.394943 0.315012 1.453424 1.270 -3.393 0.218
F 1.075463 2.249692 0.657534 -0.319 1.813 -1.158
F 0.468003 1.821952 2.843024 -0.170 0.380 -0.691
B 0.929793 -1.553328 3.805824 2.725 0.024 1.374
F 1.606853 -0.604368 4.556864 0.141 0.773 0.742
F 1.802883 -1.885338 2.770414 -0.110 -0.972 0.024
F 0.475403 -2.524808 4.620524 -0.140 -1.362 0.425
F -0.147577 -0.962198 3.206664 -2.330 1.305 -2.314
B -0.603247 -4.497138 1.366284 -1.586 -2.400 0.528
F -1.453327 -4.311808 0.303194 -1.692 -0.599 -1.043
F 0.396303 -5.345688 1.055514 1.403 -1.448 -0.548
F -0.049427 -3.272368 1.488714 2.325 4.942 1.033
F -1.186797 -4.884018 2.572254 -0.267 0.294 -0.365
B -3.122397 -1.392968 2.069634 -2.718 0.839 2.087
F -3.787187 -2.447548 2.608984 0.108 -1.025 -0.301
F -3.015017 -0.452808 3.116914 0.431 0.663 -0.525
F -1.862647 -1.693968 1.592914 2.357 -0.338 -0.749
F -3.788107 -0.916908 0.960234 -0.672 0.804 -0.784
B 3.046703 -1.732378 -0.017786 1.057 1.281 1.329
F 3.734873 -2.823488 -0.248166 0.979 -3.690 -1.367
F 3.674853 -1.142558 1.020104 0.953 1.701 2.053
F 2.991873 -0.909188 -1.056526 0.236 2.103 -3.065
F 1.726763 -1.945578 0.344324 -2.959 -1.271 0.674
B -0.625677 -0.692208 -1.451976 -2.073 0.690 -1.186
F -1.667767 0.228572 -1.214126 0.382 -0.020 -0.267
F -0.497367 -0.975498 -2.761846 0.201 0.010 -1.656
F 0.532883 -0.325968 -0.866936 1.766 2.336 0.281
F -0.884437 -1.846878 -0.745566 -1.102 -1.919 1.218



11
Properties=species:S:1:pos:R:3:forces:R:3 method="wB97M-V/def2-TZVPD" fmax_ev_per_a=3.8 lumo_energy_ev="4.32 / 3.56" spin_multiplicity=3 de_lowest_kcal_mol=0.00 homo_lumo_gap_ev="6.9 / 7.2" energy_ha=-305.8014 total_charge=-1
C 1.968835 -0.091776 -0.099752 -2.982 2.419 -0.254
C -1.670795 -0.734549 0.099416 0.735 -1.329 0.586
C -0.754650 0.403454 0.486833 0.544 0.328 -2.048
C 0.534461 0.516746 -0.411677 0.540 -1.917 1.364
O 2.236341 -1.260118 -0.217860 0.265 -2.851 -0.235
O 2.672874 0.866742 0.201963 1.933 1.477 0.718
H -1.427269 -1.822814 0.319983 -0.171 1.645 -0.007
H -2.321913 -0.615628 -0.746945 -0.224 0.196 -0.225
H -1.255289 1.349479 0.178096 -0.153 -0.454 0.828
H -0.511292 0.396623 1.560524 0.079 0.018 -0.415
H 0.528701 0.991836 -1.370585 -0.566 0.466 -0.313



Please write out number 3 again, unchanged.
11
Properties=species:S:1:pos:R:3:forces:R:3 method="wB97M-V/def2-TZVPD" fmax_ev_per_a=3.8 lumo_energy_ev="4.32 / 3.56" spin_multiplicity=3 de_lowest_kcal_mol=0.00 homo_lumo_gap_ev="6.9 / 7.2" energy_ha=-305.8014 total_charge=-1
C 1.968835 -0.091776 -0.099752 -2.982 2.419 -0.254
C -1.670795 -0.734549 0.099416 0.735 -1.329 0.586
C -0.754650 0.403454 0.486833 0.544 0.328 -2.048
C 0.534461 0.516746 -0.411677 0.540 -1.917 1.364
O 2.236341 -1.260118 -0.217860 0.265 -2.851 -0.235
O 2.672874 0.866742 0.201963 1.933 1.477 0.718
H -1.427269 -1.822814 0.319983 -0.171 1.645 -0.007
H -2.321913 -0.615628 -0.746945 -0.224 0.196 -0.225
H -1.255289 1.349479 0.178096 -0.153 -0.454 0.828
H -0.511292 0.396623 1.560524 0.079 0.018 -0.415
H 0.528701 0.991836 -1.370585 -0.566 0.466 -0.313